(1)
The following is a DFT calculation (ωB97M-V/def2-TZVPD) of C11H16B2F8N5O4V as an isolated structure in a non-equilibrium geometry.

- DFT total energy: -76103.2118 eV
- Orbital gap (alpha / beta): 7.8330 / 8.4268 eV
- Total charge: -1
- HOMO (alpha / beta): -0.236 / -0.236 Ha
- Molar mass: 506.8 g mol⁻¹
- Spin multiplicity: 2
- Energy above the lowest of the compared OMol25 structures with the same formula, charge and spin: 1.497 eV
- Lowest unoccupied orbital energy (alpha / beta): 1.42 / 2.01 eV

Each line ends with the Mulliken charge.
Cartesian coordinates (Å):
O1 2.88941 0.77427 0.94449  -0.2801
V1 1.90338 -0.23428 1.60232  1.4622
B1 -0.30060 1.24594 0.63008  0.4944
F1 0.38435 0.42779 -0.22087  -0.2405
F2 0.11364 2.50293 0.38281  -0.2902
F3 -1.69506 1.12690 0.61429  -0.3560
F4 0.16594 0.89525 1.86823  -0.3181
B2 3.04615 -2.20422 0.30567  0.1108
F5 4.19821 -2.06935 -0.45119  -0.3808
F6 2.66367 -3.53469 0.22986  -0.3911
F7 3.29281 -1.94165 1.62724  -0.2894
F8 1.99816 -1.44653 -0.10055  0.2212
O2 2.90928 0.42577 5.82937  -0.4752
C1 2.96557 -0.28254 4.73940  0.7102
O3 2.30211 0.11799 3.75172  -0.7063
O4 3.50685 -1.42559 4.70726  -0.6806
H1 2.42054 1.19338 5.52360  0.3154
C2 -1.70662 -2.79777 3.66402  -1.0365
C3 -0.63682 -2.32907 2.77659  0.3966
N1 0.23841 -1.89331 2.20637  -0.1607
H2 -2.62368 -2.87032 3.07936  0.3011
H3 -1.86405 -2.13215 4.51271  0.3042
H4 -1.51911 -3.80675 4.03132  0.3123
C4 0.33696 -0.09186 -3.33388  0.0342
C5 -0.21519 0.06139 -4.67159  0.0290
N2 -0.65476 0.13419 -5.76048  -0.4582
H5 -0.35169 0.35150 -2.61465  -0.2241
H6 1.30542 0.40583 -3.38367  0.3074
H7 0.57014 -1.11791 -3.04936  0.2448
C6 -2.21021 -2.21014 -1.10642  -0.1101
C7 -2.38172 -3.24637 -0.12623  0.2280
N3 -2.59544 -4.08731 0.65460  -0.5282
H8 -2.92021 -2.36960 -1.91794  0.4396
H9 -1.19461 -2.27364 -1.49711  0.0766
H10 -2.31658 -1.18953 -0.73880  -0.1049
C8 -3.13033 2.21189 -2.08971  -0.4242
C9 -3.39709 0.88389 -2.58664  0.3585
N4 -3.62048 -0.14937 -2.98818  -0.4606
H11 -3.32052 2.84836 -2.95390  0.3409
H12 -2.08833 2.29527 -1.78086  -0.1178
H13 -3.84478 2.42564 -1.29474  0.3071
C10 1.56164 4.08563 -1.48944  -0.5661
C11 0.54585 4.48805 -2.46538  0.3888
N5 -0.25180 4.71274 -3.26719  -0.4780
H14 1.25453 4.32425 -0.47118  0.1913
H15 2.42559 4.72214 -1.68065  0.3905
H16 1.84107 3.04298 -1.64070  0.1123



(2)
The following is a DFT calculation (ωB97M-V/def2-TZVPD) of a 3-piece molecular cluster, C2H12N2O2 overall in a non-equilibrium geometry.

- DFT total energy: -9342.5546 eV
- Orbital gap: 10.0345 eV
- HOMO: -0.341 Ha
- Molar mass: 96.1 g mol⁻¹
- Energy above the lowest of the compared OMol25 structures with the same formula, charge and spin: 1.648 eV
- Lowest unoccupied orbital energy: 0.75 eV

Each line ends with the Mulliken charge.
Cartesian coordinates (Å):
N1 2.01954 -0.40977 -0.33239  -0.4797
C1 0.71369 0.29491 -0.53970  0.4804
C2 -0.21985 -0.50692 -1.44003  -0.5522
N2 -1.62110 -0.22108 -1.11210  -0.4748
H1 2.81912 0.10780 -0.21336  0.1581
H2 2.11921 -1.28376 -0.76041  0.1444
H3 0.98644 1.30842 -0.91310  0.2873
H4 0.20836 0.39388 0.53875  -0.5881
H5 0.06991 -0.39408 -2.51476  0.3479
H6 0.11761 -1.53514 -1.29857  0.2481
H7 -2.05876 -0.25284 -1.95372  0.2047
H8 -1.99051 -0.79573 -0.40325  0.2019
O1 -0.18859 -1.50899 2.67089  -0.6391
H9 -0.21198 -0.62817 2.44865  0.3073
H10 0.39933 -1.93497 1.95611  0.3348
O2 -1.12861 2.79730 1.48276  -0.6431
H11 -1.65512 2.28280 0.79399  0.3426
H12 -0.37870 2.28636 1.59027  0.3193



(3)
The following is a DFT calculation (ωB97M-V/def2-TZVPD) of a 14-piece molecular cluster, C7H38O14 overall in a non-equilibrium geometry.

- DFT total energy: -36538.6132 eV
- Orbital gap: 8.8316 eV
- HOMO: -0.336 Ha
- Molar mass: 346.4 g mol⁻¹
- Energy above the lowest of the compared OMol25 structures with the same formula, charge and spin: 3.925 eV
- Lowest unoccupied orbital energy: -0.31 eV

Each line ends with the Mulliken charge.
Cartesian coordinates (Å):
O1 -2.78252 2.24567 -0.53787  -0.5509
C1 -1.63202 2.47656 -0.83865  -0.2472
C2 -0.66266 1.35963 -0.66181  0.4408
C3 0.14042 0.94368 -1.94659  -1.0200
C4 1.58116 1.38802 -2.05517  0.5201
C5 2.03049 -0.35376 -3.80913  -0.9777
C6 2.46145 0.48146 -2.86514  0.4468
C7 3.83560 0.24514 -2.29027  -1.3060
H1 -1.32001 3.50337 -1.04486  0.4304
H2 -1.10068 0.45799 -0.24604  -0.2460
H3 0.14834 1.53001 0.05351  0.2315
H4 -0.48988 1.24703 -2.79522  0.3676
H5 -0.00316 -0.13801 -2.03445  0.4311
H6 2.02038 1.33024 -1.05033  -0.2746
H7 1.57570 2.46529 -2.23861  0.2632
H8 2.67153 -1.17774 -4.11261  0.2678
H9 1.01901 -0.54009 -4.13811  0.3880
H10 4.34209 1.15244 -1.97620  0.2812
H11 3.60144 -0.48753 -1.48057  0.1823
H12 4.48584 -0.50281 -2.72147  0.4232
H13 2.96991 4.11771 0.63819  0.2606
H14 3.49594 2.66744 0.26309  0.3037
O2 3.56361 3.60536 0.09739  -0.5876
H15 -0.88498 0.20576 3.97257  0.3444
H16 -0.61959 1.20127 2.97890  0.2629
O3 -1.38492 0.70344 3.30937  -0.5998
H17 0.76282 -0.24953 1.90291  0.1544
H18 2.03285 -0.46333 1.27817  0.2624
O4 1.59844 0.22906 1.80007  -0.4670
H19 -1.74248 -2.39567 -3.99933  0.3029
H20 -2.42300 -1.34752 -3.33177  0.2791
O5 -2.40093 -1.72731 -4.22890  -0.6069
H21 -3.93513 0.67131 0.40492  0.4242
H22 -3.21057 -0.18145 1.46609  0.3105
O6 -4.02844 -0.11898 0.95419  -0.6457
H23 1.39415 -4.86419 -0.61533  0.2591
H24 0.00442 -4.70252 0.23463  0.3262
O7 0.74461 -4.29018 -0.20765  -0.5614
H25 -1.81840 -1.52319 3.14099  0.1991
H26 -3.27387 -1.81268 2.53437  0.2845
O8 -2.34387 -1.73714 2.37028  -0.5571
H27 -2.11581 -4.30827 0.93576  0.3087
H28 -1.87379 -2.85170 0.98041  0.3530
O9 -1.82376 -3.59489 0.35427  -0.6573
H29 2.64544 2.69524 3.51939  0.2664
H30 1.77649 3.88483 3.09863  0.2865
O10 2.49769 3.31894 2.80947  -0.5469
H31 1.69795 -2.70752 0.72781  0.3275
H32 2.49633 -3.37955 1.81743  0.2523
O11 2.00593 -2.57954 1.64171  -0.6092
H33 -2.87737 -1.70970 -0.72893  0.2897
H34 -4.25466 -1.18062 -1.03612  0.2799
O12 -3.45054 -1.48470 -1.46443  -0.5939
H35 0.64296 -2.38517 3.05928  0.3860
H36 -0.17636 -3.56471 3.25619  0.2830
O13 0.05892 -2.75929 3.73438  -0.6323
H37 0.48298 4.23062 0.85590  0.2185
H38 1.44123 4.53741 -0.41962  0.2850
O14 0.71155 4.04346 -0.04999  -0.4970



Among the records above, which one has the highest energy above the lowest of the compared OMol25 structures with the same formula, charge and spin?
C7H38O14